{"formula": "C32H83F6N6O13PPb", "method": "ωB97M-V/def2-TZVPD", "total_energy_ev": -100931.887, "largest_force_ha_per_bohr": 0.081, "lumo_ev": 0.12, "homo_energy_ev": -8.074, "charge": 0, "species": ["Pb", "O", "H", "P", "F", "F", "F", "F", "F", "F", "C", "C", "C", "O", "C", "N", "H", "H", "H", "H", "H", "H", "H", "H", "H", "H", "H", "C", "C", "C", "O", "C", "N", "H", "H", "H", "H", "H", "H", "H", "H", "H", "H", "H", "C", "C", "C", "O", "C", "N", "H", "H", "H", "H", "H", "H", "H", "H", "H", "H", "H", "C", "C", "C", "O", "C", "N", "H", "H", "H", "H", "H", "H", "H", "H", "H", "H", "H", "C", "C", "C", "O", "C", "N", "H", "H", "H", "H", "H", "H", "H", "H", "H", "H", "H", "C", "C", "C", "O", "C", "N", "H", "H", "H", "H", "H", "H", "H", "H", "H", "H", "H", "C", "C", "O", "C", "O", "O", "C", "H", "H", "H", "H", "H", "H", "H", "H", "C", "C", "O", "C", "O", "O", "C", "H", "H", "H", "H", "H", "H", "H", "H"], "xyz": [[31.29, -2.68, 2.53], [29.04, -2.64, 1.64], [28.41, -3.32, 1.95], [34.02, 1.41, 5.84], [33.11, 1.13, 4.52], [33.96, 3.02, 5.52], [32.70, 1.48, 6.76], [34.82, 1.80, 7.25], [33.98, -0.21, 6.10], [35.38, 1.12, 5.01], [35.92, -1.59, 3.73], [34.75, -2.46, 3.31], [34.34, -3.75, 4.07], [33.02, -4.14, 3.63], [32.68, -5.44, 4.14], [33.53, -1.56, 3.23], [36.02, -0.66, 3.19], [36.86, -2.13, 3.61], [35.87, -1.29, 4.78], [35.04, -2.66, 2.28], [34.28, -3.64, 5.15], [35.04, -4.56, 3.87], [33.38, -6.25, 3.93], [31.75, -5.68, 3.62], [32.54, -5.35, 5.22], [33.92, -0.65, 3.03], [33.23, -1.43, 4.18], [30.91, -1.66, 7.28], [31.05, -2.48, 6.07], [30.06, -3.71, 5.95], [30.12, -4.24, 4.64], [28.89, -5.01, 4.33], [31.00, -1.55, 4.92], [31.67, -0.88, 7.34], [31.18, -2.34, 8.09], [29.91, -1.23, 7.36], [32.10, -2.78, 6.13], [29.04, -3.41, 6.18], [30.23, -4.34, 6.83], [28.79, -5.81, 5.06], [29.00, -5.43, 3.33], [28.00, -4.38, 4.39], [30.01, -1.39, 4.82], [31.26, -0.63, 5.23], [26.68, -0.51, 5.67], [26.89, -1.56, 4.69], [25.94, -1.56, 3.55], [24.59, -1.61, 3.98], [23.65, -1.78, 2.96], [28.21, -1.40, 4.09], [26.93, 0.46, 5.23], [27.40, -0.61, 6.48], [25.70, -0.52, 6.15], [26.66, -2.47, 5.24], [26.11, -2.44, 2.94], [26.11, -0.66, 2.96], [23.72, -2.80, 2.59], [23.78, -1.11, 2.11], [22.60, -1.69, 3.25], [28.29, -1.98, 3.26], [28.26, -0.48, 3.69], [31.82, 1.64, 1.60], [30.59, 0.89, 1.96], [29.35, 1.64, 1.44], [28.14, 1.04, 1.84], [27.02, 1.95, 1.72], [30.68, -0.37, 1.23], [31.94, 2.66, 1.97], [32.04, 1.60, 0.53], [32.65, 1.05, 2.00], [30.47, 0.69, 3.02], [29.30, 1.78, 0.36], [29.47, 2.65, 1.84], [26.90, 2.83, 2.36], [26.12, 1.34, 1.77], [26.98, 2.36, 0.71], [29.74, -0.74, 1.14], [30.93, -0.14, 0.28], [32.20, -6.40, -0.60], [32.34, -5.13, 0.31], [32.62, -3.92, -0.58], [32.67, -2.74, 0.07], [33.21, -1.69, -0.70], [31.07, -4.95, 1.13], [31.41, -6.30, -1.34], [31.89, -7.21, 0.06], [33.14, -6.74, -1.03], [33.16, -5.13, 1.03], [31.88, -3.85, -1.38], [33.51, -4.06, -1.20], [32.60, -1.57, -1.59], [34.23, -1.87, -1.02], [33.23, -0.83, -0.03], [30.76, -5.83, 1.51], [30.37, -4.63, 0.48], [27.15, -5.19, -0.13], [28.53, -5.35, -0.77], [28.34, -5.93, -2.15], [27.83, -7.24, -1.92], [26.60, -7.54, -2.43], [29.06, -4.04, -0.82], [26.59, -4.47, -0.72], [27.20, -4.91, 0.92], [26.60, -6.13, -0.18], [29.17, -6.01, -0.18], [29.31, -5.89, -2.66], [27.80, -5.32, -2.87], [26.73, -7.46, -3.50], [25.68, -7.03, -2.13], [26.51, -8.60, -2.18], [28.83, -3.50, 0.00], [28.52, -3.53, -1.51], [36.66, -3.01, -4.52], [37.75, -2.91, -3.45], [37.73, -3.95, -2.48], [37.28, -3.65, -1.23], [36.96, -2.52, -0.76], [37.07, -4.82, -0.58], [36.43, -4.84, 0.70], [35.69, -2.70, -4.12], [36.57, -4.06, -4.78], [36.98, -2.38, -5.36], [37.81, -1.94, -2.95], [38.71, -3.07, -3.94], [36.42, -5.81, 1.20], [35.39, -4.55, 0.56], [36.85, -4.08, 1.36], [25.31, 0.52, -5.66], [24.82, -0.28, -4.41], [25.79, -0.12, -3.41], [25.51, -0.73, -2.25], [24.54, -1.48, -2.03], [26.62, -0.52, -1.48], [26.89, -1.12, -0.26], [24.62, 0.37, -6.49], [26.27, 0.16, -6.03], [25.51, 1.58, -5.50], [24.64, -1.30, -4.77], [23.86, 0.07, -4.03], [27.97, -1.03, -0.17], [26.55, -2.14, -0.09], [26.55, -0.42, 0.51]], "lowdin_charge": [1.55, -0.52, -0.05, 0.22, -0.18, -0.17, -0.18, -0.19, -0.19, -0.16, -0.06, -0.35, -0.13, -0.38, -0.08, -0.02, 0.09, 0.08, 0.07, 0.11, 0.13, 0.12, 0.10, 0.07, 0.10, 0.06, 0.03, -0.06, -0.40, -0.16, -0.29, -0.04, -0.02, 0.08, 0.09, 0.09, 0.12, 0.11, 0.13, 0.09, 0.08, 0.08, 0.02, 0.07, -0.06, -0.47, -0.20, -0.17, -0.12, 0.07, 0.09, 0.08, 0.09, 0.14, 0.12, 0.11, 0.08, 0.08, 0.09, 0.01, 0.07, -0.06, -0.41, -0.20, -0.21, -0.09, 0.00, 0.10, 0.08, 0.06, 0.14, 0.13, 0.13, 0.09, 0.07, 0.09, 0.02, 0.08, -0.03, -0.34, -0.27, -0.27, -0.07, -0.01, 0.07, 0.07, 0.08, 0.11, 0.12, 0.13, 0.10, 0.08, 0.08, 0.07, 0.01, -0.03, -0.45, -0.18, -0.18, -0.15, 0.04, 0.09, 0.07, 0.07, 0.12, 0.12, 0.13, 0.09, 0.09, 0.10, 0.01, 0.09, -0.05, -0.23, 0.02, -0.48, 0.07, -0.01, -0.04, 0.07, 0.08, 0.08, 0.12, 0.12, 0.10, 0.07, 0.09, -0.06, -0.21, 0.03, -0.51, 0.10, -0.01, -0.06, 0.07, 0.07, 0.07, 0.12, 0.12, 0.08, 0.09, 0.07]}

---

{"formula": "C32H84BO22", "method": "ωB97M-V/def2-TZVPD", "total_energy_ev": -80273.886, "largest_force_ha_per_bohr": 0.034, "de_lowest_ev": 0.000, "lumo_ev": 2.10, "homo_energy_ev": -7.583, "charge": -1, "species": ["O", "C", "O", "B", "O", "C", "O", "O", "C", "O", "C", "O", "O", "C", "O", "H", "H", "H", "H", "C", "O", "H", "H", "H", "H", "C", "O", "H", "H", "H", "H", "C", "O", "H", "H", "H", "H", "C", "O", "H", "H", "H", "H", "C", "O", "H", "H", "H", "H", "C", "O", "H", "H", "H", "H", "C", "C", "C", "O", "H", "H", "H", "H", "H", "H", "H", "H", "C", "C", "C", "O", "H", "H", "H", "H", "H", "H", "H", "H", "C", "C", "C", "O", "H", "H", "H", "H", "H", "H", "H", "H", "C", "C", "C", "O", "H", "H", "H", "H", "H", "H", "H", "H", "C", "C", "C", "O", "H", "H", "H", "H", "H", "H", "H", "H", "C", "C", "C", "O", "H", "H", "H", "H", "H", "H", "H", "H", "C", "C", "C", "O", "H", "H", "H", "H", "H", "H", "H", "H"], "xyz": [[-0.81, 0.44, -2.57], [-0.44, -0.02, -1.54], [-1.03, 0.10, -0.36], [-0.21, -0.55, 0.68], [0.88, -1.22, -0.05], [0.81, -0.91, -1.34], [1.61, -1.16, -2.19], [-1.04, -1.46, 1.49], [-1.00, -1.12, 2.74], [-1.54, -1.67, 3.66], [-0.17, 0.18, 2.86], [0.31, 0.44, 1.66], [-0.03, 0.81, 3.87], [2.46, 3.20, 0.10], [1.72, 4.35, 0.49], [3.52, 3.47, 0.00], [2.39, 2.41, 0.86], [2.15, 2.86, -0.89], [0.87, 4.28, 0.03], [-1.36, 3.15, -0.30], [-0.96, 4.49, -0.50], [-0.74, 2.69, 0.48], [-2.40, 3.02, 0.04], [-1.26, 2.58, -1.23], [-1.46, 4.87, -1.23], [-1.09, 1.05, -5.78], [-0.06, 0.79, -6.72], [-1.79, 1.82, -6.13], [-1.64, 0.13, -5.64], [-0.68, 1.38, -4.82], [0.56, 1.53, -6.67], [-0.52, -4.77, -1.17], [0.45, -4.49, -2.16], [-1.39, -5.31, -1.53], [-0.08, -5.26, -0.29], [-0.94, -3.81, -0.82], [1.20, -4.01, -1.81], [0.24, -2.58, -5.01], [-0.20, -3.93, -4.96], [0.10, -2.25, -6.03], [-0.30, -1.89, -4.34], [1.31, -2.52, -4.77], [-0.12, -4.25, -4.06], [-2.47, 3.49, 3.67], [-3.78, 2.92, 3.85], [-1.69, 2.75, 3.88], [-2.36, 3.82, 2.64], [-2.29, 4.35, 4.32], [-4.09, 3.12, 4.74], [-1.37, -4.95, 2.68], [-1.89, -4.46, 3.89], [-1.87, -4.51, 1.81], [-0.29, -4.78, 2.58], [-1.50, -6.03, 2.65], [-1.81, -3.49, 3.86], [4.42, 0.20, -0.50], [5.23, 0.71, 0.66], [5.65, -0.43, 1.59], [6.42, 1.35, 0.13], [3.47, -0.17, -0.15], [4.94, -0.58, -1.06], [4.31, 1.00, -1.24], [4.66, 1.45, 1.22], [6.05, -0.06, 2.54], [6.41, -1.01, 1.07], [4.82, -1.11, 1.81], [6.74, 1.99, 0.77], [-5.27, -4.00, 0.62], [-4.91, -2.91, -0.38], [-3.42, -2.80, -0.56], [-5.47, -3.22, -1.67], [-4.55, -4.09, 1.44], [-5.21, -4.97, 0.11], [-6.28, -3.90, 1.02], [-5.33, -1.97, -0.01], [-3.12, -3.64, -1.19], [-2.91, -2.83, 0.40], [-3.18, -1.90, -1.13], [-6.37, -3.55, -1.52], [-5.42, 1.95, -4.95], [-5.36, 2.51, -3.53], [-4.29, 1.81, -2.71], [-4.95, 3.89, -3.57], [-5.59, 0.87, -4.93], [-4.44, 2.14, -5.39], [-6.16, 2.45, -5.57], [-6.29, 2.43, -2.97], [-4.51, 0.76, -2.51], [-4.24, 2.34, -1.75], [-3.30, 1.94, -3.16], [-5.66, 4.39, -4.00], [-3.98, -0.17, 5.83], [-3.04, 0.02, 7.00], [-1.63, 0.25, 6.51], [-3.47, 1.09, 7.85], [-3.98, 0.69, 5.15], [-5.00, -0.33, 6.20], [-3.64, -1.01, 5.23], [-3.12, -0.88, 7.62], [-1.19, -0.61, 6.01], [-0.96, 0.53, 7.33], [-1.66, 1.09, 5.81], [-3.84, 1.78, 7.29], [4.07, 2.97, -4.86], [2.83, 2.10, -5.02], [2.28, 1.67, -3.69], [1.83, 2.80, -5.80], [4.56, 3.17, -5.82], [4.81, 2.49, -4.22], [3.83, 3.95, -4.44], [3.11, 1.23, -5.62], [3.06, 1.23, -3.08], [1.50, 0.92, -3.79], [1.86, 2.51, -3.12], [1.63, 3.61, -5.32], [2.41, 4.83, 5.54], [2.08, 3.55, 4.82], [3.32, 2.74, 4.53], [1.18, 2.80, 5.66], [2.98, 4.66, 6.45], [1.48, 5.35, 5.80], [2.94, 5.51, 4.86], [1.53, 3.79, 3.90], [3.10, 1.82, 3.99], [3.78, 2.46, 5.49], [4.06, 3.35, 4.01], [0.76, 2.11, 5.12], [4.11, -5.25, -2.44], [4.70, -4.27, -1.43], [3.65, -3.76, -0.48], [5.70, -4.96, -0.60], [3.35, -4.72, -3.02], [3.61, -6.06, -1.91], [4.89, -5.65, -3.09], [5.22, -3.45, -1.93], [2.85, -3.32, -1.08], [3.99, -3.02, 0.23], [3.17, -4.57, 0.08], [6.45, -5.16, -1.16]], "lowdin_charge": [0.14, -0.38, 0.22, -0.86, 0.22, -0.39, 0.15, 0.24, -0.36, 0.14, -0.35, 0.23, 0.14, -0.16, -0.12, 0.08, 0.07, 0.07, 0.02, -0.13, -0.12, 0.08, 0.08, 0.07, 0.09, -0.17, -0.14, 0.07, 0.08, 0.05, 0.03, -0.12, -0.12, 0.09, 0.08, 0.06, 0.04, -0.16, -0.14, 0.07, 0.07, 0.07, 0.03, -0.13, -0.13, 0.06, 0.07, 0.08, 0.06, -0.19, -0.13, 0.06, 0.08, 0.08, 0.03, -0.05, -0.48, -0.05, -0.06, 0.08, 0.09, 0.06, 0.12, 0.07, 0.08, 0.07, 0.08, -0.06, -0.49, -0.05, -0.06, 0.07, 0.09, 0.07, 0.13, 0.08, 0.06, 0.09, 0.08, -0.05, -0.49, -0.06, -0.07, 0.08, 0.07, 0.07, 0.13, 0.08, 0.07, 0.08, 0.08, -0.06, -0.49, -0.05, -0.06, 0.06, 0.08, 0.07, 0.13, 0.07, 0.09, 0.06, 0.07, -0.06, -0.46, -0.05, -0.07, 0.08, 0.08, 0.08, 0.14, 0.07, 0.06, 0.08, 0.09, -0.07, -0.50, -0.06, -0.07, 0.08, 0.08, 0.08, 0.14, 0.07, 0.08, 0.08, 0.04, -0.05, -0.46, -0.05, -0.07, 0.08, 0.09, 0.07, 0.13, 0.05, 0.07, 0.09, 0.07]}

---

{"formula": "C32H84N4O16", "method": "ωB97M-V/def2-TZVPD", "smiles": "COCCNCCOC.COCCNCCOC.COCCNCCOC.COCCNCCOC.OCCO.OCCO.OCCO.OCCO", "total_energy_ev": -73256.696, "largest_force_ha_per_bohr": 0.048, "de_lowest_ev": 2.218, "lumo_ev": 0.39, "homo_energy_ev": -8.407, "charge": 0, "species": ["C", "O", "C", "C", "N", "C", "C", "O", "C", "H", "H", "H", "H", "H", "H", "H", "H", "H", "H", "H", "H", "H", "H", "H", "C", "O", "C", "C", "N", "C", "C", "O", "C", "H", "H", "H", "H", "H", "H", "H", "H", "H", "H", "H", "H", "H", "H", "H", "C", "O", "C", "C", "N", "C", "C", "O", "C", "H", "H", "H", "H", "H", "H", "H", "H", "H", "H", "H", "H", "H", "H", "H", "C", "O", "C", "C", "N", "C", "C", "O", "C", "H", "H", "H", "H", "H", "H", "H", "H", "H", "H", "H", "H", "H", "H", "H", "O", "C", "C", "O", "H", "H", "H", "H", "H", "H", "O", "C", "C", "O", "H", "H", "H", "H", "H", "H", "O", "C", "C", "O", "H", "H", "H", "H", "H", "H", "O", "C", "C", "O", "H", "H", "H", "H", "H", "H"], "xyz": [[16.18, 23.65, -17.38], [16.28, 22.57, -18.29], [16.27, 21.31, -17.62], [16.19, 20.23, -18.71], [17.44, 20.18, -19.43], [17.56, 19.04, -20.33], [18.83, 19.09, -21.13], [18.83, 18.18, -22.18], [20.11, 17.77, -22.63], [15.12, 23.85, -17.16], [16.64, 24.58, -17.73], [16.64, 23.38, -16.42], [15.45, 21.10, -16.93], [17.16, 21.25, -16.99], [15.39, 20.35, -19.44], [15.93, 19.34, -18.11], [18.25, 20.40, -18.86], [16.65, 19.03, -20.95], [17.59, 18.11, -19.74], [19.64, 18.83, -20.43], [18.96, 20.16, -21.37], [20.02, 16.79, -23.10], [20.87, 17.69, -21.85], [20.40, 18.49, -23.41], [17.06, 31.50, -16.87], [15.68, 31.68, -17.06], [15.33, 33.03, -17.38], [13.87, 33.09, -17.79], [12.98, 32.98, -16.63], [11.58, 32.79, -17.05], [10.62, 33.35, -15.99], [10.14, 34.63, -16.26], [11.01, 35.71, -16.12], [17.46, 31.99, -15.98], [17.61, 31.68, -17.79], [17.26, 30.45, -16.64], [15.93, 33.29, -18.26], [15.55, 33.66, -16.52], [13.73, 32.31, -18.54], [13.61, 34.06, -18.22], [13.14, 32.17, -16.04], [11.29, 31.75, -17.27], [11.50, 33.31, -18.00], [11.15, 33.30, -15.02], [9.75, 32.69, -15.91], [10.42, 36.62, -16.20], [11.70, 35.73, -16.98], [11.66, 35.66, -15.25], [9.73, 22.92, -10.88], [9.94, 23.81, -11.98], [11.22, 24.43, -11.92], [11.52, 25.20, -13.19], [10.42, 26.13, -13.52], [10.50, 26.56, -14.92], [9.15, 27.16, -15.43], [8.66, 26.40, -16.52], [8.99, 26.83, -17.82], [10.17, 21.98, -11.22], [8.71, 22.81, -10.55], [10.38, 23.21, -10.04], [11.94, 23.62, -11.75], [11.28, 25.05, -11.02], [11.55, 24.43, -13.97], [12.50, 25.62, -12.96], [9.66, 25.44, -13.55], [10.81, 25.77, -15.62], [11.20, 27.40, -15.01], [9.40, 28.14, -15.82], [8.41, 27.08, -14.63], [9.81, 26.32, -18.34], [9.26, 27.90, -17.79], [8.06, 26.80, -18.39], [16.23, 36.54, -15.27], [17.54, 36.62, -14.72], [18.17, 35.37, -14.56], [18.04, 34.68, -13.18], [17.12, 33.58, -13.09], [15.75, 33.74, -13.55], [14.84, 32.52, -13.35], [15.16, 31.32, -14.00], [15.90, 30.41, -13.21], [15.52, 36.25, -14.50], [16.23, 35.80, -16.07], [15.93, 37.48, -15.72], [19.25, 35.47, -14.64], [17.89, 34.71, -15.39], [17.85, 35.50, -12.47], [18.98, 34.21, -12.89], [17.49, 32.70, -12.80], [15.80, 34.04, -14.60], [15.33, 34.60, -13.03], [13.90, 32.92, -13.75], [14.65, 32.47, -12.27], [16.93, 30.77, -13.14], [15.88, 29.45, -13.73], [15.55, 30.30, -12.18], [15.06, 29.85, -21.19], [15.73, 28.59, -21.29], [17.16, 28.84, -21.78], [17.08, 29.51, -23.03], [14.26, 29.79, -20.67], [15.82, 28.10, -20.31], [15.13, 28.05, -22.03], [17.59, 27.86, -22.03], [17.76, 29.27, -20.97], [16.72, 30.39, -22.87], [12.37, 30.86, -14.09], [12.05, 29.94, -13.05], [10.67, 30.23, -12.53], [9.65, 29.53, -13.25], [13.33, 30.86, -14.25], [12.02, 28.91, -13.44], [12.87, 29.85, -12.33], [10.30, 31.26, -12.55], [10.58, 29.87, -11.49], [9.87, 28.59, -13.28], [13.67, 26.42, -19.83], [13.25, 25.04, -19.91], [14.28, 24.23, -20.70], [14.50, 24.91, -21.95], [13.56, 26.78, -20.71], [13.18, 24.79, -18.85], [12.37, 24.89, -20.54], [13.83, 23.26, -20.90], [15.25, 24.20, -20.19], [15.00, 24.29, -22.48], [13.62, 29.93, -16.74], [14.28, 28.77, -17.23], [13.70, 27.54, -16.52], [14.38, 26.37, -16.96], [14.25, 30.68, -16.72], [14.08, 28.75, -18.30], [15.35, 28.76, -17.03], [12.62, 27.59, -16.72], [13.72, 27.59, -15.43], [14.05, 26.28, -17.86]], "lowdin_charge": [-0.11, -0.20, -0.23, -0.22, -0.07, -0.22, -0.26, -0.18, -0.10, 0.08, 0.09, 0.09, 0.12, 0.12, 0.12, 0.11, 0.11, 0.12, 0.12, 0.12, 0.13, 0.08, 0.08, 0.09, -0.10, -0.23, -0.18, -0.20, -0.04, -0.19, -0.22, -0.19, -0.12, 0.08, 0.10, 0.09, 0.13, 0.09, 0.12, 0.12, 0.07, 0.12, 0.12, 0.11, 0.12, 0.09, 0.08, 0.09, -0.10, -0.21, -0.24, -0.20, -0.05, -0.21, -0.18, -0.20, -0.11, 0.09, 0.09, 0.08, 0.12, 0.12, 0.12, 0.12, 0.11, 0.12, 0.08, 0.11, 0.13, 0.08, 0.08, 0.09, -0.10, -0.17, -0.23, -0.19, -0.07, -0.19, -0.21, -0.20, -0.08, 0.07, 0.07, 0.09, 0.12, 0.11, 0.12, 0.11, 0.08, 0.07, 0.12, 0.11, 0.13, 0.08, 0.10, 0.09, -0.08, -0.24, -0.24, -0.06, 0.07, 0.11, 0.12, 0.12, 0.12, 0.08, -0.08, -0.23, -0.22, -0.09, 0.04, 0.10, 0.12, 0.12, 0.12, 0.04, -0.10, -0.19, -0.22, -0.07, 0.08, 0.11, 0.12, 0.12, 0.11, 0.09, -0.09, -0.22, -0.23, -0.07, 0.04, 0.11, 0.12, 0.11, 0.11, 0.03]}